No. 1
Computed, not measured: a structure of composition C22H4F4MoN6O6S4, with ωB97M-V/def2-TZVPD.

Last column: Löwdin charge in e.
Element x y z (Å)
Mo (-0.7078, 0.4137, -0.2361)  1.376
O (0.3333, 0.2471, -2.0646)  -0.412
S (-0.8038, -0.3325, -2.8718)  0.635
O (-1.1108, 0.3317, -4.0722)  -0.157
O (-1.8618, -0.3231, -1.7673)  -0.414
C (-0.6066, -2.0607, -3.1676)  -0.222
C (-0.4055, -2.4050, -4.4881)  0.001
C (-0.3923, -3.7474, -4.8758)  0.014
C (-0.6091, -4.7352, -3.9410)  0.005
C (-0.7997, -4.3988, -2.6008)  -0.010
C (-0.8023, -3.0729, -2.2036)  -0.222
S (-0.7564, -2.8527, -0.4579)  0.768
O (-0.3968, -4.0723, 0.1503)  -0.175
O (-2.2517, -2.4794, 0.0408)  -0.099
O (0.0597, -1.6718, -0.1762)  -0.424
H (-0.2865, -1.6264, -5.2292)  0.136
H (-0.2268, -3.9978, -5.9144)  0.137
H (-0.6142, -5.7765, -4.2314)  0.135
H (-0.9125, -5.1824, -1.8660)  0.129
S (1.1807, 0.5724, 1.1459)  0.764
C (0.8604, 2.2732, 0.9705)  -0.982
S (-0.6886, 2.6262, 0.1602)  0.768
C (1.6278, 3.2740, 1.4623)  -0.306
C (1.2265, 4.6322, 1.2910)  -0.193
N (0.8279, 5.6999, 1.1494)  0.240
C (2.8088, 2.9270, 2.1873)  -0.184
N (3.7416, 2.5513, 2.7415)  0.237
F (-5.7313, -2.7587, 2.7324)  0.190
C (-4.7142, -3.5495, 2.9914)  -0.128
C (-4.9424, -4.7764, 3.5654)  -0.091
F (-6.1643, -5.1319, 3.8408)  0.209
C (-3.8566, -5.6769, 3.8461)  0.021
C (-2.5352, -5.2223, 3.5124)  -0.094
C (-2.3365, -3.9980, 2.9262)  -0.126
F (-1.1047, -3.5640, 2.7328)  0.164
C (-3.4176, -3.1545, 2.6355)  0.052
C (-3.1737, -1.8032, 2.1091)  -0.062
C (-2.4871, -1.4826, 0.9837)  -0.331
N (-1.9646, -0.2580, 0.7722)  -0.093
C (-3.6991, -0.7212, 2.8880)  -0.145
N (-4.1105, 0.1445, 3.5207)  0.248
F (-1.5013, -5.9628, 3.8049)  0.203
C (-4.0745, -6.9254, 4.4159)  -0.018
C (-5.3614, -7.4190, 4.7551)  -0.092
N (-6.3915, -7.8712, 5.0002)  0.323
C (-3.0303, -7.8424, 4.7107)  -0.094
N (-2.2341, -8.6274, 4.9844)  0.319

Results
Net charge: +2
ΔE to the lowest compared entry with this formula, charge and spin (kcal/mol): 11.2

=====

No. 2
Computed, not measured: a cluster of 18 separate species, C68H94Cl4F6O10 in total in a non-equilibrium geometry, with ωB97M-V/def2-TZVPD.

Last column: Löwdin charge in e.
Element x y z (Å)
F (1.5332, -3.9391, -9.5219)  0.015
C (1.2433, -3.2448, -8.3433)  -0.246
C (0.1762, -2.4043, -8.3407)  0.004
C (0.0234, -1.4751, -7.2333)  -0.065
C (0.9735, -1.4296, -6.2728)  -0.107
C (2.0439, -2.3161, -6.2872)  -0.100
C (2.2170, -3.2076, -7.3240)  -0.015
H (-0.5081, -2.4730, -9.1735)  0.116
H (-0.8405, -0.8297, -7.1735)  0.094
H (0.7262, -0.6144, -5.6090)  0.092
H (2.8397, -2.2198, -5.5635)  0.103
H (3.1188, -3.7980, -7.3925)  0.117
F (-3.9931, -0.6357, 1.7525)  0.042
C (-3.1830, -1.6915, 1.5322)  -0.272
C (-3.1940, -2.3104, 0.2944)  -0.020
C (-2.2540, -3.2707, 0.0048)  -0.069
C (-1.4382, -3.8278, 1.0000)  -0.062
C (-1.6250, -3.3619, 2.3152)  -0.070
C (-2.4260, -2.2440, 2.5928)  -0.004
H (-3.8179, -1.9025, -0.4871)  0.109
H (-2.1737, -3.7594, -0.9550)  0.066
H (-0.8104, -4.6804, 0.7868)  0.080
H (-1.1717, -3.8889, 3.1417)  0.108
H (-2.5133, -1.8996, 3.6127)  0.105
F (3.0323, 5.5452, 0.2425)  0.047
C (1.9816, 5.7972, -0.5707)  -0.265
C (0.7504, 5.0990, -0.4653)  -0.005
C (-0.1881, 5.1098, -1.5456)  -0.050
C (0.1731, 5.7874, -2.6678)  -0.124
C (1.3006, 6.5381, -2.7798)  -0.088
C (2.2227, 6.5874, -1.7368)  -0.018
H (0.5706, 4.5955, 0.4730)  0.084
H (-1.1155, 4.5769, -1.3965)  0.100
H (-0.4551, 5.8078, -3.5460)  0.100
H (1.5024, 7.1355, -3.6566)  0.113
H (3.1754, 7.0918, -1.8040)  0.113
F (-3.2123, 4.3107, -9.3398)  0.091
C (-2.5200, 3.9588, -8.2745)  -0.306
C (-2.6123, 2.6715, -7.7880)  -0.023
C (-1.8383, 2.2976, -6.7632)  -0.105
C (-0.9584, 3.1666, -6.1471)  -0.069
C (-0.9505, 4.5003, -6.5299)  -0.070
C (-1.7308, 4.8439, -7.5996)  -0.032
H (-3.1760, 1.8843, -8.2667)  0.122
H (-1.9029, 1.3227, -6.3030)  0.092
H (-0.2817, 2.9380, -5.3371)  0.081
H (-0.2581, 5.2111, -6.1035)  0.103
H (-1.7970, 5.8449, -7.9997)  0.119
F (2.4224, -4.0141, 1.8378)  0.036
C (2.6041, -3.8012, 3.1678)  -0.268
C (2.9039, -2.5281, 3.6288)  0.002
C (2.8517, -2.2502, 5.0301)  -0.039
C (2.4568, -3.2888, 5.8928)  -0.102
C (2.3401, -4.5622, 5.4280)  -0.099
C (2.3803, -4.8428, 4.0767)  -0.014
H (3.2579, -1.8405, 2.8750)  0.102
H (3.1434, -1.2937, 5.4379)  0.066
H (2.4855, -3.1113, 6.9578)  0.099
H (2.1533, -5.3545, 6.1378)  0.109
H (2.1972, -5.8298, 3.6783)  0.108
F (-4.1601, -1.0622, 6.7046)  0.039
C (-4.6911, -0.0703, 5.9442)  -0.259
C (-5.2293, -0.2994, 4.6589)  -0.024
C (-5.7159, 0.7393, 3.8978)  -0.086
C (-5.6248, 1.9994, 4.4699)  -0.118
C (-5.0724, 2.2654, 5.7154)  -0.101
C (-4.6144, 1.2062, 6.4930)  -0.017
H (-5.2812, -1.3300, 4.3404)  0.114
H (-6.0103, 0.6025, 2.8678)  0.100
H (-5.9295, 2.8655, 3.9012)  0.094
H (-5.0341, 3.2763, 6.0935)  0.099
H (-4.2174, 1.4707, 7.4619)  0.116
C (5.2457, 1.8492, 0.2024)  -1.064
Cl (4.5319, 0.2691, 0.2061)  0.550
Cl (5.9139, 2.2308, 1.7897)  0.533
H (6.0799, 1.8033, -0.4976)  0.023
H (4.5422, 2.6192, -0.1142)  0.007
C (-2.3863, 5.5574, 5.0669)  -0.878
Cl (-2.5508, 4.1700, 3.8700)  0.494
Cl (-1.8021, 4.9977, 6.7283)  0.434
H (-1.6485, 6.2249, 4.6217)  0.017
H (-3.3247, 6.1118, 5.0779)  0.031
C (3.1323, 3.4496, -2.6601)  -0.007
C (2.4273, 3.0273, -3.9561)  -0.484
O (2.3933, 3.6554, -4.9787)  0.074
C (1.8581, 1.6326, -3.8705)  -0.032
H (2.4667, 3.2857, -1.8126)  0.080
H (3.5461, 4.4571, -2.6170)  0.078
H (3.9095, 2.6879, -2.5971)  0.079
H (1.4841, 1.4086, -4.8695)  0.057
H (1.0505, 1.4423, -3.1635)  0.064
H (2.6194, 0.8752, -3.6841)  0.088
C (2.0975, -3.2385, -1.9971)  -0.007
C (2.9930, -4.3858, -2.2756)  -0.487
O (3.6713, -4.9129, -1.3802)  0.040
C (2.9422, -4.9524, -3.6787)  -0.014
H (1.9540, -3.2367, -0.9166)  0.070
H (1.2190, -3.3415, -2.6341)  0.073
H (2.6449, -2.3670, -2.3562)  0.103
H (2.7922, -6.0268, -3.5724)  0.091
H (3.9390, -4.7733, -4.0819)  0.091
H (2.2221, -4.4803, -4.3470)  0.043
C (-0.8390, 1.1362, 0.3742)  0.001
C (0.1855, 0.0817, -0.1437)  -0.380
O (0.5507, 0.0943, -1.3159)  0.019
C (0.9441, -0.9271, 0.7906)  -0.002
H (-1.2969, 0.8986, 1.3343)  0.071
H (-1.5888, 1.2600, -0.4072)  0.042
H (-0.2891, 2.0702, 0.4904)  0.069
H (1.7748, -0.4710, 1.3291)  0.054
H (1.3084, -1.7298, 0.1495)  0.041
H (0.2588, -1.4796, 1.4335)  0.056
C (-4.6270, 3.7470, -1.6838)  -0.005
C (-4.3845, 3.7866, -0.1873)  -0.511
O (-4.1575, 4.8466, 0.3739)  0.043
C (-4.4903, 2.5639, 0.5885)  -0.029
H (-5.6824, 3.6356, -1.9326)  0.093
H (-4.2366, 2.7852, -2.0164)  0.051
H (-4.2769, 4.6169, -2.2394)  0.089
H (-5.0638, 2.7131, 1.5034)  0.076
H (-3.4623, 2.3352, 0.8693)  0.081
H (-5.0147, 1.7498, 0.0881)  0.089
C (-2.6259, 0.2805, -2.5830)  -0.026
C (-3.5733, 0.2303, -3.7586)  -0.481
O (-4.0180, 1.2666, -4.1641)  0.064
C (-3.9744, -1.1529, -4.3201)  -0.012
H (-3.1627, 0.3133, -1.6349)  0.070
H (-2.2126, 1.2875, -2.6391)  0.077
H (-1.8648, -0.4886, -2.7149)  0.080
H (-3.1392, -1.7589, -4.6713)  0.051
H (-4.7064, -0.9775, -5.1085)  0.075
H (-4.5576, -1.7523, -3.6211)  0.081
C (1.5390, 0.1809, 7.5024)  -0.044
C (0.1909, -0.5040, 7.2874)  -0.457
O (0.0036, -1.6411, 7.7018)  0.057
C (-0.8342, 0.2038, 6.4137)  -0.008
H (1.4476, 0.9513, 8.2681)  0.086
H (1.9005, 0.6191, 6.5721)  0.068
H (2.2189, -0.4819, 8.0376)  0.083
H (-1.7689, -0.3545, 6.4659)  0.062
H (-0.5394, 0.1179, 5.3678)  0.082
H (-1.0063, 1.2267, 6.7486)  0.080
C (1.2506, -6.7882, 0.1687)  -0.014
C (0.3592, -7.7040, 1.0220)  -0.462
O (-0.4159, -7.2603, 1.8559)  0.043
C (0.6750, -9.2075, 0.9964)  -0.022
H (1.7686, -6.2190, 0.9405)  0.069
H (0.6925, -6.1140, -0.4811)  0.055
H (2.1067, -7.2947, -0.2771)  0.081
H (-0.0071, -9.6853, 1.6996)  0.080
H (1.6765, -9.3352, 1.4074)  0.084
H (0.6505, -9.5478, -0.0389)  0.080
C (-1.0678, -5.4689, -2.8326)  -0.009
C (-1.4840, -4.3504, -3.7945)  -0.458
O (-1.9324, -3.3018, -3.4469)  0.065
C (-0.9047, -4.4251, -5.2031)  -0.010
H (-1.7903, -5.5197, -2.0181)  0.075
H (-0.1084, -5.2438, -2.3669)  0.057
H (-0.9200, -6.4763, -3.2218)  0.085
H (0.1428, -4.1329, -5.2775)  0.062
H (-1.5158, -3.9429, -5.9660)  0.082
H (-1.0203, -5.4700, -5.4911)  0.077
C (5.2216, 2.9478, 5.5648)  -0.010
C (4.8280, 1.5165, 5.9097)  -0.504
O (4.4126, 0.7315, 5.0622)  0.038
C (4.7423, 1.1412, 7.3146)  -0.027
H (6.2988, 2.9397, 5.7315)  0.093
H (4.5978, 3.6224, 6.1512)  0.088
H (4.9865, 3.1570, 4.5212)  0.049
H (3.7177, 1.1812, 7.6843)  0.059
H (5.4564, 1.7306, 7.8896)  0.090
H (5.0845, 0.1073, 7.2693)  0.103
C (2.0640, 4.9027, 3.1724)  -0.016
C (1.8917, 3.4947, 2.6943)  -0.475
O (2.5492, 3.0877, 1.7376)  0.024
C (0.8425, 2.6226, 3.3526)  -0.010
H (1.4611, 5.5038, 2.4917)  0.078
H (3.0380, 5.3591, 2.9964)  0.087
H (1.7451, 4.9791, 4.2119)  0.082
H (0.6826, 1.7817, 2.6779)  0.057
H (-0.1417, 3.0837, 3.4350)  0.024
H (1.1983, 2.1334, 4.2593)  0.081

=====

Number 1: electronic energy -3680.3117 a.u., HOMO -14.76 eV. Number 2: electronic energy -5839.6940 a.u., HOMO -8.96 eV.